Molecular formula: C4H9NO2
Method: DFT, the ωB97M-V functional and the def2-TZVPD basis

```
16
C4H9NO2 | the OMol25 dataset | the ωB97M-V functional and the def2-TZVPD basis
C -0.31513 2.06099 -0.59200
C 1.33209 1.42164 -0.29000
N 1.79074 0.39614 0.21929
O 1.28580 -0.72073 0.68128
C -0.32890 -0.99224 0.35458
C -0.52208 -2.44734 0.68946
O -0.56850 -0.67313 -0.90772
H -1.28782 1.66912 -0.28903
H -0.29119 2.49409 -1.59193
H -0.21575 2.89676 0.09800
H 1.99174 2.17168 -0.70377
H -0.77025 -0.30323 1.09125
H -1.58575 -2.68354 0.64892
H -0.14504 -2.65290 1.68895
H 0.01090 -3.05896 -0.03579
H -0.38086 0.42164 -1.06148
```

- LUMO level: 0.827 eV
- Total charge: 0
- M: 103.1 g mol⁻¹
- SMILES string: C/C=N\O[C@H](C)O
- E_HOMO: -8.79 eV
- DFT total energy: -362.88577 a.u.